Entry 1:
Formula: C17H33Li2O7
Source: OMol25
Level of theory: ωB97M-V/def2-TZVPD

ΔE to the lowest compared entry with this formula, charge and spin	15.3	kJ/mol
charge	+1
highest occupied orbital energy	-10.76	eV
E	-32902.971	eV
orbital gap	6.45	eV

Each line ends with the Mulliken charge.
Element x y z (Å)
1 Li 2.5999 0.8045 -2.1230  0.8466
2 Li 0.9141 -1.6528 -2.1505  0.9054
3 O 0.2960 0.9535 1.0737  -0.3862
4 C 1.0631 0.5643 0.0340  0.7990
5 O 0.7133 -0.4833 -0.5936  -0.6580
6 O 2.0789 1.2346 -0.2320  -0.8204
7 H -0.4047 0.2742 1.0558  0.0865
8 C -2.5080 -1.4696 1.3747  -0.2898
9 C -3.6535 -2.4600 1.6245  -0.6302
10 C -2.8733 -3.6243 2.2303  -0.0938
11 O -1.6934 -3.0755 2.8113  -0.4552
12 C -1.6771 -1.6611 2.6583  -0.3148
13 H -2.8228 -0.4321 1.2228  0.4968
14 H -1.9308 -1.7159 0.4806  -0.0769
15 H -4.2363 -2.6147 0.7179  0.3775
16 H -4.3365 -2.0467 2.3675  0.3026
17 H -2.6067 -4.4008 1.5050  -0.1800
18 H -3.3976 -4.1437 3.0389  0.3163
19 H -0.6567 -1.3239 2.4555  0.3072
20 H -2.0371 -1.1589 3.5566  0.3244
21 C -1.1012 -5.1223 -1.1316  -0.3282
22 C -1.8296 -4.7083 -2.4055  -0.5711
23 C -1.6962 -3.1790 -2.3611  -0.4663
24 O -0.4090 -2.9530 -1.7746  -0.2141
25 C -0.1118 -3.9947 -0.8003  -0.3316
26 H -0.6045 -6.0760 -1.3081  0.3476
27 H -1.7793 -5.2404 -0.2880  0.0165
28 H -2.8655 -5.0328 -2.3288  0.3307
29 H -1.3771 -5.1223 -3.3032  0.2743
30 H -2.4273 -2.7133 -1.6914  0.1339
31 H -1.7836 -2.7130 -3.3419  0.3834
32 H -0.2209 -3.5721 0.1964  0.1836
33 H 0.8999 -4.3417 -1.0146  0.3519
34 C 0.4836 4.2064 -3.4274  -0.5465
35 C 0.8383 3.6503 -4.7945  -0.5882
36 C 1.3512 2.2500 -4.4866  -0.4841
37 O 1.8517 2.3085 -3.1244  -0.3323
38 C 1.4883 3.5750 -2.4920  -0.3013
39 H -0.5557 4.0809 -3.1210  0.3111
40 H 0.5780 5.2940 -3.5069  0.3155
41 H 1.5436 4.2463 -5.3692  0.3114
42 H -0.0603 3.6066 -5.4147  0.3036
43 H 2.1847 2.0406 -5.1576  0.2949
44 H 0.5756 1.4863 -4.5242  0.3397
45 H 2.4113 4.1622 -2.5253  0.2588
46 H 1.1920 3.4949 -1.4509  0.1885
47 C 1.7165 3.7373 3.0460  -0.5038
48 C 1.2435 2.8249 4.1504  -0.2402
49 C 2.5814 2.4157 4.8415  -0.5130
50 O 3.5968 2.7397 3.9148  -0.4502
51 C 3.0346 3.0638 2.6292  -0.1538
52 H 2.0683 4.7262 3.3487  0.3169
53 H 1.0545 3.8716 2.1882  0.2746
54 H 0.7656 1.9299 3.7498  -0.0440
55 H 0.5975 3.2982 4.8884  0.3639
56 H 2.6294 1.3616 5.1171  0.2794
57 H 2.6886 3.0393 5.7320  0.2806
58 H 2.8637 2.1061 2.1290  0.0461
59 H 3.7528 3.6844 2.1040  0.3053

Forces on atoms 1 to 6 (eV/Å):
-0.3 1.1 1.0
-0.9 0.0 1.2
-0.2 -0.8 -0.7
1.1 0.4 -0.1
-0.1 -0.5 -1.0
-0.1 -0.1 -0.6

=====

Entry 2:
Formula: C17H33N2O6
Source: OMol25
Level of theory: ωB97M-V/def2-TZVPD

charge	+1
highest occupied orbital energy	-11.92	eV
E	-33421.184	eV
orbital gap	7.54	eV

Each line ends with the Mulliken charge.
Element x y z (Å)
1 O -5.8738 4.4532 -3.2199  -0.4947
2 C -4.8539 3.8717 -3.2973  0.3376
3 O -3.7194 4.5131 -3.6644  -0.4703
4 C -4.6932 2.4122 -2.9633  -0.8721
5 C -3.6770 2.1816 -1.8409  -0.3087
6 C -3.7889 0.8025 -1.1734  -1.7090
7 C -2.6138 -0.1335 -1.4701  2.6569
8 C -2.6500 -0.7804 -2.8631  0.2484
9 C -1.5113 -1.3819 -3.4170  -0.5616
10 C -1.6300 -1.9580 -4.6726  -0.5531
11 C -2.8402 -1.9233 -5.3570  -0.4247
12 N -3.9319 -1.3607 -4.8410  -0.6089
13 C -3.8189 -0.8291 -3.6241  -0.6424
14 C -2.5505 -1.2151 -0.4579  -1.0384
15 N -1.3950 -1.4033 0.0455  0.1667
16 C -0.3788 -0.4529 -0.4110  -0.7186
17 C -1.2345 0.5453 -1.2105  -1.1945
18 H -3.0865 3.8582 -3.9808  0.3507
19 H -4.3555 1.9213 -3.8786  0.4287
20 H -5.6788 2.0257 -2.7329  0.3903
21 H -2.6805 2.3710 -2.2288  0.4407
22 H -3.8357 2.9352 -1.0747  0.3406
23 H -4.7254 0.3217 -1.4291  0.8346
24 H -3.8279 0.9439 -0.0939  0.4539
25 H -0.5663 -1.3973 -2.9015  0.3432
26 H -0.7765 -2.4343 -5.1312  0.4199
27 H -2.9254 -2.3649 -6.3370  0.4018
28 H -4.7196 -0.3963 -3.2170  0.4222
29 H -3.3708 -1.8391 -0.1275  0.5118
30 H -1.2026 -2.1478 0.7045  0.3002
31 H 0.4863 -0.8831 -0.9012  0.3501
32 H 0.0220 0.0812 0.4469  0.2100
33 H -1.3849 1.4039 -0.5591  0.5202
34 H -0.7220 0.9451 -2.0753  0.4488
35 C 3.3233 1.3558 1.2921  -0.6138
36 O 2.6961 0.1273 0.8889  -0.5049
37 H 3.7460 1.8263 0.4084  0.3259
38 H 2.5901 2.0278 1.7407  0.2889
39 H 4.1101 1.1489 2.0086  0.1837
40 H 2.3415 -0.2679 1.6936  0.2763
41 C 5.6749 -2.0409 1.1162  -0.5110
42 O 4.8143 -1.6363 0.0611  -0.5105
43 H 6.5219 -2.5597 0.6748  0.2860
44 H 6.0481 -1.1775 1.6766  0.2245
45 H 5.1675 -2.7249 1.8046  0.2035
46 H 4.0596 -1.1723 0.4496  0.3594
47 C 2.7281 1.1949 5.2099  -0.5688
48 O 3.5147 0.4807 4.2631  -0.3823
49 H 1.7594 1.4039 4.7593  0.2222
50 H 2.5793 0.6014 6.1128  0.1961
51 H 3.2065 2.1407 5.4729  0.3022
52 H 4.3587 0.2957 4.6881  0.2397
53 C 4.3026 -2.5198 5.6702  -0.4995
54 O 4.3337 -1.3033 6.4147  -0.5097
55 H 5.0008 -2.4169 4.8434  0.1461
56 H 4.6094 -3.3655 6.2885  0.3389
57 H 3.3034 -2.7080 5.2685  0.2444
58 H 3.7210 -1.3965 7.1488  0.2822

Forces on atoms 1 to 6 (eV/Å):
-1.3 0.8 0.2
0.7 -0.4 0.1
0.2 -0.1 -0.3
0.3 -0.2 -0.4
-0.4 0.1 0.0
0.2 0.1 0.2

=====

Entry 3:
Formula: C17H34Br12O3SSi
Source: OMol25
Level of theory: ωB97M-V/def2-TZVPD

ΔE to the lowest compared entry with this formula, charge and spin	394.5	kJ/mol
charge	0
highest occupied orbital energy	-9.69	eV
E	-883540.116	eV
orbital gap	9.69	eV

Each line ends with the Mulliken charge.
Element x y z (Å)
1 C 5.8291 -0.3856 -1.0160  -0.3635
2 C 5.0828 -0.1369 -2.2065  0.1086
3 O 4.2314 -0.1852 -3.4413  -0.2593
4 S 2.8640 0.8298 -3.1430  0.7544
5 O 2.8241 1.7986 -4.3885  -0.5607
6 O 1.4036 -0.0441 -3.2464  -0.4141
7 Si 0.7851 -0.4859 -1.6492  0.5997
8 C 1.9628 -1.7344 -0.7382  -0.3685
9 C 0.3524 1.0197 -0.5193  -0.1351
10 C -0.9233 -1.3925 -1.9921  -0.7782
11 H 6.5712 -0.8749 -0.2220  0.3484
12 H 3.0484 -1.2994 -0.5839  0.0894
13 H 1.4227 -2.0245 0.2599  0.0266
14 H 1.9821 -2.7132 -1.4175  0.1729
15 H 1.2793 1.5443 -0.0212  0.1033
16 H -0.3081 0.6049 0.3817  -0.3374
17 H -0.2672 1.8533 -1.0659  0.3671
18 H -1.7920 -0.7521 -1.5318  0.1758
19 H -1.0593 -1.4782 -3.1736  0.2742
20 H -0.8816 -2.4807 -1.5564  0.1564
21 Br -1.8571 2.0414 1.9390  -0.0385
22 C -2.4960 0.9554 3.4283  -0.4533
23 C -1.5398 -0.1752 3.7307  -0.7847
24 Br -1.7143 -1.6147 2.4264  -0.1165
25 H -3.5018 0.6165 3.1680  0.2169
26 H -2.5575 1.6450 4.2762  0.4078
27 H -1.7792 -0.6339 4.6946  0.4278
28 H -0.4903 0.1317 3.7294  0.4033
29 Br 0.4770 -4.5124 0.5545  -0.0713
30 C 0.8981 -5.5351 2.1614  -0.1946
31 C 0.0697 -5.0718 3.3375  -0.6564
32 Br 0.7492 -3.3931 4.0613  -0.1608
33 H 1.9748 -5.4440 2.3250  0.4378
34 H 0.6600 -6.5729 1.9075  -0.0622
35 H 0.1399 -5.7866 4.1626  0.3983
36 H -0.9831 -4.9104 3.0902  0.3514
37 Br -0.7715 -7.3912 -2.1535  -0.1067
38 C 0.9691 -7.9466 -1.4698  -0.4493
39 C 0.9161 -9.3515 -0.9153  -0.5690
40 Br 0.0626 -9.3861 0.8381  -0.1577
41 H 1.2762 -7.1997 -0.7336  0.1479
42 H 1.6412 -7.8981 -2.3325  0.3616
43 H 1.9261 -9.7371 -0.7478  0.3459
44 H 0.3659 -10.0493 -1.5524  0.3819
45 Br 2.1761 3.9728 -0.6743  -0.1135
46 C 1.1281 5.3556 0.2174  -0.3157
47 C 1.6179 5.5889 1.6279  -0.6198
48 Br 1.0207 4.1703 2.8258  -0.1453
49 H 0.0813 5.0459 0.1660  0.3972
50 H 1.2671 6.2540 -0.3922  0.0382
51 H 1.1872 6.5073 2.0375  0.3917
52 H 2.7074 5.6363 1.7070  0.3559
53 Br -0.4121 7.8635 -2.3579  -0.1460
54 C 0.7063 7.0185 -3.7147  -0.5713
55 C 2.1676 7.3342 -3.4933  -0.4572
56 Br 2.5936 9.1468 -4.0739  -0.1383
57 H 0.3326 7.3481 -4.6873  0.4231
58 H 0.5232 5.9449 -3.6046  0.3072
59 H 2.7987 6.6836 -4.1058  0.3620
60 H 2.4758 7.2530 -2.4474  0.2332
61 Br -5.6239 0.4605 -0.0743  -0.1173
62 C -6.6719 1.8433 0.8174  -0.5931
63 C -6.1821 2.0766 2.2279  -0.2955
64 Br -6.7793 0.6580 3.4258  -0.1201
65 H -7.7187 1.5336 0.7660  0.3825
66 H -6.5329 2.7417 0.2078  0.3404
67 H -6.6128 2.9950 2.6375  0.3613
68 H -5.0926 2.1240 2.3070  0.0209

Forces on atoms 1 to 6 (eV/Å):
-5.2 0.8 -9.0
4.3 -3.1 6.9
1.9 0.3 3.9
-2.0 3.9 -4.0
0.2 -4.2 4.6
2.5 0.6 0.9